1.
Below is the ion C6H10N with charge +1 in a non-equilibrium geometry, with properties calculated with ωB97M-V/def2-TZVPD.

Its orbital gap is 9.1 eV. The HOMO energy is -15.76 eV. As for the LUMO energy: -6.7 eV. Its strongest force on any atom is 6.0 eV/Å. Its energy above the lowest of the compared OMol25 structures with the same formula, charge and spin is 2.080 eV. The total charge is +1.

Structure (XYZ):
```
17
C6H10N, DFT ωB97M-V/def2-TZVPD
C -1.612 1.123 0.702
C -1.364 0.198 -1.310
C -0.409 0.250 0.757
C 0.990 0.015 -1.076
C 0.328 -0.085 1.976
C -0.382 -0.443 -0.533
N -2.100 1.188 -0.509
H -1.948 1.699 1.502
H -1.324 0.461 -2.363
H -2.205 -0.500 -1.441
H 1.655 -0.478 -0.379
H 1.291 1.000 -1.086
H 1.137 -0.502 -1.979
H 0.210 0.465 2.912
H 1.401 -0.061 1.784
H 0.171 -1.187 2.062
H -0.380 -1.559 -0.621
```

=====

2.
Below is an isolated molecule of C5H8S3 in a non-equilibrium geometry, with properties calculated with ωB97M-V/def2-TZVPD.

Its orbital gap is 8.2 eV. The HOMO energy is -8.69 eV. As for the LUMO energy: -0.4 eV. Its strongest force on any atom is 6.9 eV/Å. Its energy above the lowest of the compared OMol25 structures with the same formula, charge and spin is 2.601 eV. The total charge is 0.

Structure (XYZ):
```
16
C5H8S3, DFT ωB97M-V/def2-TZVPD
C -0.601 0.606 2.064
C 0.014 -0.138 0.865
C -0.990 -1.442 0.885
C 1.518 -0.487 0.515
C 1.537 0.289 -0.807
H -0.528 -0.010 3.111
H -1.539 1.041 2.056
H 0.194 1.410 2.176
H -0.720 -2.012 -0.087
H -0.773 -2.080 1.738
H -2.987 -1.190 -0.698
H 2.205 0.224 1.120
H 2.050 -1.431 0.614
S -2.797 -1.232 0.659
S 2.625 1.131 -1.756
S -0.250 0.794 -0.851
```

=====

3.
Below is a structure of composition C37H79O29V2 in a non-equilibrium geometry, with properties calculated with ωB97M-V/def2-TZVPD.

Its orbital gap (alpha / beta) is 5.2 / 6.1 eV. As for the multiplicity: 5. The HOMO energy (alpha / beta) is -10.63 / -10.63 eV. As for the LUMO energy (alpha / beta): -5.4 / -4.6 eV. Its strongest force on any atom is 6.9 eV/Å. The total charge is +1.

Structure (XYZ):
```
147
C37H79O29V2, DFT ωB97M-V/def2-TZVPD
V -0.562 2.772 0.496
V 1.796 2.858 2.768
O 1.504 2.958 0.755
H 2.076 2.892 -0.035
O 2.037 0.922 2.957
H 2.056 -0.046 2.823
O -0.284 2.873 2.566
H -1.082 2.686 3.098
O -2.337 3.566 0.212
H -3.147 4.085 0.044
C -0.291 -0.547 -0.290
O -0.652 0.735 0.231
H -0.079 -1.172 0.578
H -1.146 -1.017 -0.775
H 0.532 -0.534 -1.005
C 2.713 2.792 -2.570
O 1.611 2.072 -3.166
C 0.375 2.381 -2.752
O 0.000 2.895 -1.686
O -0.470 1.951 -3.726
C -1.807 1.680 -3.430
H 3.657 2.386 -2.933
H 2.667 2.630 -1.493
H 2.726 3.869 -2.737
H -2.247 2.676 -3.478
H -1.759 1.191 -2.457
H -2.276 1.056 -4.191
C 3.532 -0.419 0.252
O 4.884 -0.801 -0.138
C 5.552 -0.121 -0.956
O 5.216 0.921 -1.510
O 6.664 -0.886 -1.134
C 7.651 -0.335 -1.940
H 3.197 -1.165 0.972
H 2.964 -0.594 -0.662
H 3.498 0.569 0.712
H 8.272 0.380 -1.401
H 7.233 0.164 -2.814
H 8.276 -1.149 -2.307
C -0.529 1.292 5.839
O 0.339 2.016 6.659
C 1.385 2.748 6.119
O 1.506 2.917 4.931
O 2.177 3.086 7.043
C 3.304 3.904 6.656
H -1.176 0.649 6.435
H 0.058 0.737 5.107
H -1.198 1.848 5.181
H 3.041 4.962 6.631
H 3.682 3.666 5.662
H 4.109 3.819 7.386
C 3.241 -3.608 -3.737
O 4.316 -3.994 -2.922
C 5.556 -4.228 -3.383
O 5.854 -4.121 -4.541
O 6.265 -4.493 -2.362
C 7.693 -4.792 -2.544
H 2.711 -2.784 -3.260
H 2.445 -4.331 -3.913
H 3.685 -3.143 -4.618
H 8.143 -4.872 -1.555
H 8.158 -3.977 -3.100
H 7.849 -5.745 -3.049
C -2.971 -3.404 6.587
O -3.511 -2.198 6.080
C -2.828 -1.430 5.201
O -1.673 -1.582 4.863
O -3.602 -0.518 4.859
C -3.204 0.467 3.884
H -2.146 -3.701 5.940
H -3.653 -4.250 6.489
H -2.569 -3.328 7.597
H -2.187 0.386 3.500
H -3.201 1.493 4.253
H -3.879 0.465 3.028
C 0.342 6.231 -1.800
O 0.388 6.886 -0.533
C 0.022 6.188 0.567
O -0.174 4.975 0.606
O -0.157 7.026 1.530
C -0.743 6.686 2.776
H 0.086 6.981 -2.548
H -0.475 5.518 -1.908
H 1.248 5.728 -2.137
H -1.351 7.507 3.156
H 0.089 6.506 3.456
H -1.405 5.824 2.700
C -5.015 0.321 -3.513
C -4.829 -1.193 -3.739
O -5.718 -1.961 -3.757
C -3.381 -1.683 -3.986
H -4.882 0.900 -4.427
H -4.463 0.738 -2.670
H -6.063 0.470 -3.253
H -2.715 -1.205 -3.267
H -3.124 -1.573 -5.039
H -3.155 -2.728 -3.771
C -6.309 2.067 -0.396
C -5.809 2.046 1.064
O -5.445 0.983 1.543
C -5.944 3.241 2.004
H -5.539 2.307 -1.130
H -7.106 2.810 -0.375
H -6.826 1.124 -0.573
H -4.980 3.294 2.509
H -6.721 3.001 2.730
H -6.109 4.220 1.553
C 1.058 -2.155 3.257
C 2.041 -2.332 4.446
O 2.941 -3.161 4.409
C 1.946 -1.299 5.552
H 0.035 -2.252 3.622
H 1.337 -2.988 2.613
H 1.139 -1.272 2.622
H 1.115 -1.620 6.180
H 1.707 -0.353 5.066
H 2.844 -1.234 6.167
C -0.638 -4.426 -4.142
C -0.717 -5.097 -2.771
O -0.684 -6.315 -2.728
C -0.767 -4.173 -1.616
H -1.619 -4.050 -4.432
H -0.287 -5.060 -4.955
H -0.125 -3.464 -4.159
H -0.943 -4.733 -0.697
H -1.610 -3.486 -1.693
H 0.139 -3.571 -1.552
C 1.402 -2.819 -7.123
C 0.608 -1.766 -6.438
O -0.473 -2.065 -5.972
C 1.133 -0.384 -6.385
H 2.453 -2.654 -6.886
H 1.183 -2.612 -8.170
H 1.192 -3.855 -6.859
H 1.486 -0.132 -5.385
H 0.399 0.294 -6.822
H 2.130 -0.277 -6.812
C -2.696 -2.989 1.888
C -3.588 -3.026 0.609
O -4.020 -4.066 0.124
C -3.969 -1.737 -0.026
H -2.869 -3.952 2.368
H -2.964 -2.169 2.555
H -1.631 -2.970 1.659
H -5.015 -1.458 0.093
H -3.802 -1.784 -1.102
H -3.348 -0.905 0.305
```

=====

4.
Below is a cluster of 3 separate species, C18H48BBrN8O3P2 in total in a non-equilibrium geometry, with properties calculated with ωB97M-V/def2-TZVPD.

Its orbital gap is 6.3 eV. The HOMO energy is -7.52 eV. As for the LUMO energy: -1.2 eV. Its strongest force on any atom is 8.3 eV/Å. The total charge is 0.

Structure (XYZ):
```
81
C18H48BBrN8O3P2, DFT ωB97M-V/def2-TZVPD
C 2.616 3.099 -3.196
C 3.785 3.752 -4.198
N 4.256 3.069 -5.323
C 4.437 5.257 -3.968
B 3.273 6.339 -4.470
Br 3.475 7.058 -6.339
C 2.028 6.772 -3.435
C 0.625 6.450 -4.238
C -0.353 5.364 -3.482
N -0.993 4.292 -4.372
O -0.613 5.312 -2.173
H 1.944 3.947 -2.740
H 3.183 2.529 -2.344
H 1.955 2.358 -3.819
H 4.955 3.654 -5.836
H 4.706 5.490 -2.846
H 5.436 5.393 -4.582
H 2.196 7.938 -3.238
H 2.133 6.176 -2.408
H 0.055 7.461 -4.516
H 0.912 5.973 -5.294
H -0.893 4.611 -5.379
H -0.408 3.403 -4.332
O 0.809 3.605 2.466
P -0.373 2.613 2.588
N 0.697 1.280 2.453
C 0.569 0.058 1.688
C 1.520 1.043 3.646
N -0.969 3.080 1.027
C -0.550 2.418 -0.204
C -0.897 4.531 0.760
N -1.732 1.472 2.729
C -1.864 0.764 3.996
C -2.686 1.030 1.734
H -0.176 -0.628 2.091
H 1.522 -0.494 1.660
H 0.351 0.230 0.639
H 0.936 0.571 4.441
H 1.924 1.976 4.038
H 2.383 0.403 3.430
H 0.539 2.401 -0.313
H -0.973 2.909 -1.089
H -0.947 1.404 -0.265
H 0.108 4.839 0.460
H -1.185 5.109 1.646
H -1.588 4.817 -0.044
H -1.358 -0.210 3.966
H -2.910 0.588 4.268
H -1.427 1.350 4.810
H -2.267 0.254 1.090
H -3.063 1.851 1.117
H -3.587 0.604 2.193
O 0.315 -3.823 1.724
P -0.867 -4.816 1.846
N 0.203 -6.148 1.711
C 0.075 -7.371 0.946
C 1.026 -6.386 2.904
N -1.463 -4.349 0.285
C -1.044 -5.011 -0.946
C -1.391 -2.898 0.018
N -2.226 -5.957 1.987
C -2.358 -6.665 3.254
C -3.180 -6.399 0.992
H -0.670 -8.057 1.349
H 1.028 -7.923 0.918
H -0.143 -7.198 -0.103
H 0.442 -6.858 3.699
H 1.430 -5.453 3.296
H 1.889 -7.026 2.688
H 0.045 -5.027 -1.055
H -1.467 -4.519 -1.831
H -1.441 -6.024 -1.007
H -0.386 -2.590 -0.282
H -1.679 -2.319 0.904
H -2.082 -2.612 -0.786
H -1.852 -7.638 3.224
H -3.404 -6.841 3.526
H -1.921 -6.079 4.068
H -2.761 -7.175 0.348
H -3.557 -5.577 0.375
H -4.081 -6.825 1.451
```